# C38H31GeN4PdSTe

A molecular structure, C38H31GeN4PdSTe (ωB97M-V/def2-TZVPD, the OMol25 dataset).

Properties
Gap between HOMO and LUMO (alpha / beta) ... 6.3 / 4.8 eV
Energy above the lowest of the compared OMol25 structures with the same formula, charge and spin ... 1.4783 eV
E_HOMO (alpha / beta) ... -6.8 / -6.8 eV
Spin multiplicity ... 2
LUMO energy (alpha / beta) ... -0.5417 / -2.0488 eV
M ... 882.39 g/mol

Cartesian coordinates (Å):
Pd: -0.288 -0.576 -1.121
C: 1.047 2.989 -5.191
C: -0.321 2.981 -4.961
C: -0.918 1.918 -4.299
C: -0.156 0.826 -3.867
C: 1.227 0.866 -4.067
C: 1.819 1.934 -4.727
N: -0.724 -0.258 -3.178
C: -1.758 -0.931 -3.725
C: -2.222 -0.736 -5.058
C: -3.274 -1.450 -5.565
C: -3.950 -2.417 -4.798
C: -3.500 -2.670 -3.531
C: -2.412 -1.961 -2.992
N: -1.902 -2.254 -1.729
N: -2.444 -3.188 -1.113
C: -1.927 -3.525 0.159
C: -2.867 -4.022 1.065
C: -2.436 -4.411 2.317
C: -1.083 -4.328 2.606
C: -0.233 -3.848 1.627
N: -0.631 -3.439 0.419
H: 1.507 3.817 -5.717
H: -0.934 3.811 -5.295
H: -1.987 1.922 -4.120
H: 1.825 0.037 -3.710
H: 2.891 1.934 -4.884
H: -1.715 -0.018 -5.685
H: -3.584 -1.266 -6.588
H: -4.793 -2.954 -5.210
H: -3.967 -3.422 -2.912
H: -3.904 -4.082 0.764
H: -3.139 -4.785 3.052
H: -0.685 -4.631 3.565
H: 0.830 -3.786 1.829
C: 2.352 -1.985 0.637
Ge: 0.960 -0.621 0.945
C: 1.830 1.104 1.279
C: 3.088 1.334 1.657
C: 3.516 2.665 2.095
C: 2.734 3.731 1.943
C: 1.426 3.666 1.181
C: 0.845 2.227 1.179
C: -0.173 -0.890 2.540
C: -1.534 -0.919 2.354
C: -2.433 -1.099 3.429
C: -1.954 -1.249 4.697
C: -0.560 -1.222 4.948
C: -0.050 -1.382 6.260
C: 1.294 -1.367 6.498
C: 2.195 -1.188 5.427
C: 1.730 -1.028 4.151
C: 0.340 -1.038 3.865
H: 2.783 -2.333 1.580
H: 3.150 -1.540 0.039
H: 1.944 -2.831 0.091
H: 3.805 0.520 1.724
H: 4.482 2.768 2.576
H: 3.059 4.710 2.276
H: 0.701 4.317 1.675
H: 0.112 2.115 1.985
H: -1.931 -0.816 1.353
H: -3.499 -1.122 3.236
H: -2.630 -1.390 5.534
H: -0.753 -1.519 7.075
H: 1.673 -1.490 7.505
H: 3.261 -1.175 5.617
H: 2.437 -0.877 3.346
Te: -0.329 1.801 -0.613
C: 1.625 4.256 -0.195
C: 0.798 5.120 -0.853
C: 1.262 5.454 -2.155
C: 2.436 4.837 -2.455
S: 2.985 3.855 -1.169
H: -0.116 5.503 -0.415
H: 0.744 6.118 -2.835
H: 3.005 4.903 -3.369

Atom charges from the Löwdin analysis, given in e for atoms 1 to 5: atom 1 (Pd): 0.3435, atom 2 (C): -0.1172, atom 3 (C): -0.0896, atom 4 (C): -0.0793, atom 5 (C): -0.3927

=====

# C3H11NO3

3 unconnected molecules or ions with the total composition C3H11NO3 (ωB97M-V/def2-TZVPD, the OMol25 dataset).

Properties
Gap between HOMO and LUMO ... 10.4 eV
Energy above the lowest of the compared OMol25 structures with the same formula, charge and spin ... 1.6285 eV
E_HOMO ... -9.8 eV
Spin multiplicity ... 1
LUMO energy ... 0.6529 eV
M ... 109.12 g/mol
SMILES ... NCCC=O.O.O

Cartesian coordinates (Å):
C: -0.040 -1.044 2.120
C: 0.137 -0.416 0.713
C: -0.682 0.828 0.532
O: -1.241 1.102 -0.503
N: -1.354 -0.961 2.737
H: 0.658 -0.505 2.754
H: 0.263 -2.093 2.049
H: -0.086 -1.056 -0.143
H: 1.202 -0.155 0.619
H: -0.786 1.499 1.396
H: -2.117 -1.201 2.103
H: -1.552 -0.021 3.052
H: -1.064 1.397 -2.985
H: -0.016 0.517 -2.421
O: -0.245 0.958 -3.258
H: 2.581 0.513 -1.419
H: 2.599 -0.690 -2.318
O: 2.862 -0.411 -1.429

Atom charges from the Löwdin analysis, given in e for atoms 1 to 5: atom 1 (C): -0.2753, atom 2 (C): -0.1575, atom 3 (C): -0.2650, atom 4 (O): 0.0387, atom 5 (N): -0.0104

=====

# C8H16Cl8N3O9V

A molecular structure, C8H16Cl8N3O9V in a non-equilibrium geometry (ωB97M-V/def2-TZVPD, the OMol25 dataset).

Properties
Gap between HOMO and LUMO (alpha / beta) ... 5.6 / 6.9 eV
Energy above the lowest of the compared OMol25 structures with the same formula, charge and spin ... 1.9134 eV
E_HOMO (alpha / beta) ... -10.0 / -10.0 eV
Spin multiplicity ... 3
LUMO energy (alpha / beta) ... -4.3763 / -3.1110 eV
M ... 632.80 g/mol

Cartesian coordinates (Å):
V: 3.012 -1.300 1.318
N: 3.285 -2.249 3.943
O: 4.195 -1.728 3.219
O: 3.434 -2.687 5.040
O: 2.208 -2.272 3.299
N: 0.853 -0.751 -0.115
O: 2.012 -0.353 -0.391
O: -0.141 -0.541 -0.742
O: 0.874 -1.487 0.923
N: 2.689 1.721 2.624
O: 1.768 2.502 2.446
O: 2.595 0.489 2.247
O: 3.841 2.124 2.905
Cl: -1.255 -5.480 -1.257
C: -1.257 -3.775 -0.616
C: -1.588 -3.676 0.849
Cl: -0.370 -4.541 1.797
H: -2.042 -3.307 -1.212
H: -0.349 -3.267 -0.927
H: -2.537 -4.159 1.069
H: -1.594 -2.644 1.191
Cl: -1.952 3.407 2.420
C: -1.725 1.881 1.462
C: -1.780 0.609 2.310
Cl: -0.607 0.685 3.663
H: -0.762 1.948 0.968
H: -2.581 1.815 0.794
H: -1.450 -0.176 1.631
H: -2.762 0.443 2.740
Cl: -3.321 -1.089 -1.696
C: -2.844 -0.296 -3.226
C: -2.523 1.138 -2.916
Cl: -2.064 1.903 -4.477
H: -3.729 -0.340 -3.859
H: -2.050 -0.814 -3.756
H: -1.623 1.224 -2.312
H: -3.372 1.630 -2.453
Cl: 2.845 3.398 -0.562
C: 2.677 3.147 -2.343
C: 1.294 2.605 -2.674
Cl: 0.008 3.550 -1.863
H: 3.491 2.463 -2.569
H: 2.872 4.082 -2.865
H: 1.236 1.589 -2.283
H: 1.088 2.578 -3.741

Atom charges from the Löwdin analysis, given in e for atoms 1 to 5: atom 1 (V): 1.4398, atom 2 (N): -0.5279, atom 3 (O): -0.0544, atom 4 (O): 0.1840, atom 5 (O): -0.0186

=====

# C2H5N5

2 unconnected molecules or ions with the total composition C2H5N5 in a non-equilibrium geometry (ωB97M-V/def2-TZVPD, the OMol25 dataset).

Properties
Gap between HOMO and LUMO ... 10.7 eV
Energy above the lowest of the compared OMol25 structures with the same formula, charge and spin ... 4.7501 eV
E_HOMO ... -9.9 eV
Spin multiplicity ... 1
LUMO energy ... 0.8319 eV
M ... 99.10 g/mol

Cartesian coordinates (Å):
C: 0.759 0.816 0.674
C: -0.452 0.353 -1.862
N: 1.423 -0.359 0.827
N: -0.257 0.545 1.558
N: 0.824 -1.269 1.597
N: -0.149 -0.698 2.072
N: -1.175 -0.684 -1.768
H: -0.700 1.384 -1.700
H: 0.464 0.075 -2.119
H: 2.431 -0.663 0.275
H: -1.052 0.979 1.933
H: -2.116 -0.479 -1.486

Atom charges from the Löwdin analysis, given in e for atoms 1 to 5: atom 1 (C): -0.1262, atom 2 (C): -0.1760, atom 3 (N): -0.0881, atom 4 (N): -0.0159, atom 5 (N): -0.0246

=====

Please write out number 1 again, unchanged.
# C38H31GeN4PdSTe

A molecular structure, C38H31GeN4PdSTe (ωB97M-V/def2-TZVPD, the OMol25 dataset).

Properties
Gap between HOMO and LUMO (alpha / beta) ... 6.3 / 4.8 eV
Energy above the lowest of the compared OMol25 structures with the same formula, charge and spin ... 1.4783 eV
E_HOMO (alpha / beta) ... -6.8 / -6.8 eV
Spin multiplicity ... 2
LUMO energy (alpha / beta) ... -0.5417 / -2.0488 eV
M ... 882.39 g/mol

Cartesian coordinates (Å):
Pd: -0.288 -0.576 -1.121
C: 1.047 2.989 -5.191
C: -0.321 2.981 -4.961
C: -0.918 1.918 -4.299
C: -0.156 0.826 -3.867
C: 1.227 0.866 -4.067
C: 1.819 1.934 -4.727
N: -0.724 -0.258 -3.178
C: -1.758 -0.931 -3.725
C: -2.222 -0.736 -5.058
C: -3.274 -1.450 -5.565
C: -3.950 -2.417 -4.798
C: -3.500 -2.670 -3.531
C: -2.412 -1.961 -2.992
N: -1.902 -2.254 -1.729
N: -2.444 -3.188 -1.113
C: -1.927 -3.525 0.159
C: -2.867 -4.022 1.065
C: -2.436 -4.411 2.317
C: -1.083 -4.328 2.606
C: -0.233 -3.848 1.627
N: -0.631 -3.439 0.419
H: 1.507 3.817 -5.717
H: -0.934 3.811 -5.295
H: -1.987 1.922 -4.120
H: 1.825 0.037 -3.710
H: 2.891 1.934 -4.884
H: -1.715 -0.018 -5.685
H: -3.584 -1.266 -6.588
H: -4.793 -2.954 -5.210
H: -3.967 -3.422 -2.912
H: -3.904 -4.082 0.764
H: -3.139 -4.785 3.052
H: -0.685 -4.631 3.565
H: 0.830 -3.786 1.829
C: 2.352 -1.985 0.637
Ge: 0.960 -0.621 0.945
C: 1.830 1.104 1.279
C: 3.088 1.334 1.657
C: 3.516 2.665 2.095
C: 2.734 3.731 1.943
C: 1.426 3.666 1.181
C: 0.845 2.227 1.179
C: -0.173 -0.890 2.540
C: -1.534 -0.919 2.354
C: -2.433 -1.099 3.429
C: -1.954 -1.249 4.697
C: -0.560 -1.222 4.948
C: -0.050 -1.382 6.260
C: 1.294 -1.367 6.498
C: 2.195 -1.188 5.427
C: 1.730 -1.028 4.151
C: 0.340 -1.038 3.865
H: 2.783 -2.333 1.580
H: 3.150 -1.540 0.039
H: 1.944 -2.831 0.091
H: 3.805 0.520 1.724
H: 4.482 2.768 2.576
H: 3.059 4.710 2.276
H: 0.701 4.317 1.675
H: 0.112 2.115 1.985
H: -1.931 -0.816 1.353
H: -3.499 -1.122 3.236
H: -2.630 -1.390 5.534
H: -0.753 -1.519 7.075
H: 1.673 -1.490 7.505
H: 3.261 -1.175 5.617
H: 2.437 -0.877 3.346
Te: -0.329 1.801 -0.613
C: 1.625 4.256 -0.195
C: 0.798 5.120 -0.853
C: 1.262 5.454 -2.155
C: 2.436 4.837 -2.455
S: 2.985 3.855 -1.169
H: -0.116 5.503 -0.415
H: 0.744 6.118 -2.835
H: 3.005 4.903 -3.369

Atom charges from the Löwdin analysis, given in e for atoms 1 to 5: atom 1 (Pd): 0.3435, atom 2 (C): -0.1172, atom 3 (C): -0.0896, atom 4 (C): -0.0793, atom 5 (C): -0.3927

=====

Question: What is the energy above the lowest of the compared OMol25 structures with the same formula, charge and spin in the fourth record?
Answer: 4.7501 eV

=====

Question: What is the energy above the lowest of the compared OMol25 structures with the same formula, charge and spin in the third record?
Answer: 1.9134 eV